{"formula": "C36H86BrF4N3O8P", "method": "ωB97M-V/def2-TZVPD", "homo_ev": -5.29, "total_charge": -1, "total_energy_ev": -149778.428, "lumo_energy_ha": 0.08080, "gap_ev": 7.493, "elements": ["C", "C", "C", "C", "C", "C", "C", "C", "C", "C", "C", "C", "C", "C", "C", "O", "P", "N", "C", "C", "C", "Br", "C", "C", "C", "F", "F", "C", "F", "F", "O", "C", "N", "C", "N", "H", "H", "H", "H", "H", "H", "H", "H", "H", "H", "H", "H", "H", "H", "H", "H", "H", "H", "H", "H", "H", "H", "H", "H", "H", "H", "H", "H", "H", "H", "H", "H", "H", "H", "H", "H", "H", "H", "H", "H", "H", "H", "H", "H", "H", "H", "H", "H", "H", "H", "C", "C", "O", "H", "H", "H", "H", "H", "H", "C", "C", "O", "H", "H", "H", "H", "H", "H", "C", "C", "O", "H", "H", "H", "H", "H", "H", "C", "C", "O", "H", "H", "H", "H", "H", "H", "C", "C", "O", "H", "H", "H", "H", "H", "H", "C", "C", "O", "H", "H", "H", "H", "H", "H"], "positions_angstrom": [[5.014843, -3.376379, 0.505816], [4.522234, -2.009531, 1.028711], [5.416786, -0.815400, 0.627285], [4.626115, 0.264533, -0.097908], [4.048367, -0.259639, -1.419871], [3.573839, 0.824386, -2.404280], [2.132567, 0.582612, -2.878733], [1.822131, 1.008735, -4.339098], [1.427338, -0.178831, -5.236726], [-0.081267, -0.263602, -5.472678], [-0.904001, -0.464636, -4.192072], [-1.417077, -1.907872, -3.943391], [-0.975302, -2.548301, -2.612929], [-2.066774, -2.516233, -1.525865], [-2.086567, -1.177090, -0.803946], [-3.288197, -0.949375, -0.148367], [-3.151548, 0.475942, 0.827712], [-2.738121, 1.974845, 1.759999], [-1.891150, 2.826895, 0.915138], [-2.660841, 3.789249, 0.024817], [-4.958427, 1.151159, 0.364514], [-6.020191, 0.035952, -0.901983], [-5.915433, 1.587640, 1.471411], [-5.591113, 2.953780, 2.082980], [-3.809011, -0.469533, 2.432200], [-2.808336, -1.234482, 3.032122], [-4.216792, 0.396039, 3.426618], [-4.921620, -1.504684, 2.163417], [-5.553333, -1.785378, 3.387017], [-4.397538, -2.690191, 1.720399], [-1.513264, -0.057727, 1.201672], [-0.959175, -0.877924, 0.225918], [0.209200, -0.191480, -0.354019], [-0.488061, -2.176406, 0.898273], [0.393850, -1.892788, 2.026606], [5.393410, -3.984789, 1.327419], [4.212103, -3.948429, 0.043220], [5.814651, -3.265064, -0.223433], [4.446475, -2.072023, 2.112184], [3.509212, -1.856597, 0.664947], [6.243925, -1.165694, 0.007282], [5.853544, -0.407396, 1.541078], [3.809724, 0.582328, 0.552539], [5.281122, 1.107440, -0.327667], [3.175899, -0.864355, -1.175642], [4.789028, -0.919662, -1.876023], [3.605542, 1.785790, -1.888804], [4.252313, 0.909605, -3.254059], [1.859184, -0.464660, -2.767498], [1.487382, 1.171180, -2.227770], [0.998458, 1.717210, -4.324627], [2.673361, 1.534995, -4.764101], [1.754504, -1.123179, -4.794752], [1.924817, -0.070193, -6.202184], [-0.378217, 0.674573, -5.950584], [-0.304051, -1.041651, -6.205457], [-0.342478, -0.098139, -3.336871], [-1.776761, 0.185644, -4.263417], [-1.099514, -2.530181, -4.780498], [-2.506066, -1.877481, -3.969108], [-0.070490, -2.074406, -2.235913], [-0.723230, -3.586202, -2.819683], [-2.002583, -3.371598, -0.854735], [-3.037343, -2.587589, -2.020430], [-1.912190, -0.443934, -1.612423], [-2.686366, 1.118512, -0.376733], [-2.113295, 1.609059, 2.472388], [-1.312856, 3.471355, 1.591146], [-1.141217, 2.257534, 0.355547], [-3.096904, 3.307859, -0.847402], [-1.956575, 4.542660, -0.340202], [-3.406718, 4.320462, 0.612937], [-4.758572, 2.029322, -0.241006], [-6.900409, 1.711475, 1.012930], [-6.058352, 0.853416, 2.262228], [-6.474271, 3.320393, 2.608041], [-5.421317, 3.653837, 1.263647], [-4.731016, 2.920206, 2.741164], [-5.706929, -1.150593, 1.500679], [1.048784, -0.739435, -0.196590], [0.117539, -0.101439, -1.357720], [-1.374783, -2.761899, 1.163671], [0.064614, -2.769587, 0.163562], [0.460790, -2.730982, 2.592609], [-0.042979, -1.189184, 2.614291], [-7.179792, -1.867396, 6.513094], [-8.638036, -1.522194, 6.281634], [-8.788513, -0.241891, 5.676207], [-6.705664, -1.113722, 7.143020], [-7.076682, -2.842567, 6.993367], [-6.633772, -1.890676, 5.568697], [-9.182890, -1.480772, 7.224713], [-9.111270, -2.281784, 5.648839], [-8.317577, -0.258450, 4.836125], [1.251453, 3.327761, 4.498047], [1.881123, 3.363414, 3.116579], [1.909818, 2.061547, 2.543978], [1.799864, 2.652579, 5.147614], [1.239395, 4.321198, 4.953389], [0.224343, 2.960153, 4.443544], [2.911184, 3.716843, 3.175336], [1.326547, 4.041609, 2.456604], [0.998167, 1.750439, 2.486529], [8.269983, 2.729798, -0.384287], [8.842869, 1.402094, -0.847024], [8.090626, 0.858877, -1.927105], [7.231350, 2.606015, -0.077296], [8.838317, 3.133531, 0.455430], [8.287785, 3.461424, -1.196139], [8.806728, 0.672399, -0.039417], [9.887631, 1.521198, -1.157192], [8.120183, 1.494604, -2.648459], [1.823107, 5.801181, -6.440967], [1.968753, 4.378281, -6.949989], [1.264202, 3.448709, -6.135779], [2.183182, 5.873892, -5.414462], [2.385750, 6.501104, -7.061484], [0.773963, 6.105833, -6.443092], [3.013724, 4.071020, -6.929936], [1.612247, 4.305283, -7.983927], [0.332697, 3.692253, -6.148023], [1.393431, -0.960394, 7.211497], [2.115017, 0.374423, 7.214991], [1.206280, 1.467270, 7.123782], [0.793544, -1.062837, 6.307206], [2.101194, -1.789659, 7.258961], [0.716174, -1.035573, 8.066114], [2.774192, 0.452426, 6.351227], [2.724059, 0.479001, 8.120620], [0.615547, 1.428086, 7.882130], [-1.565628, -7.203078, -3.221135], [-1.237914, -6.370525, -4.447059], [-0.084296, -5.562059, -4.243453], [-1.724334, -6.556808, -2.357432], [-2.463796, -7.801884, -3.380902], [-0.739845, -7.877659, -2.980734], [-2.054782, -5.686381, -4.672218], [-1.083066, -7.017754, -5.318038], [0.658359, -6.143026, -4.052707]], "atomic_forces_ev_per_a": [[-0.098, 0.047, 0.288], [0.227, -0.400, -0.273], [-0.315, -0.180, 0.470], [0.185, -0.262, -0.411], [-0.083, 0.201, 0.278], [-0.089, -0.220, 0.255], [0.012, 0.771, -0.564], [-0.024, -0.589, 0.551], [-0.110, 0.115, -0.196], [0.168, 0.304, -0.028], [-0.539, -0.072, -0.370], [0.429, 0.518, 0.208], [-0.455, -0.454, -0.079], [-0.014, 0.231, -0.155], [0.561, 0.359, -0.219], [-0.369, -0.176, 0.567], [0.499, 0.696, -0.828], [-0.189, -0.530, -0.593], [0.214, 0.513, 0.711], [0.470, 0.160, -0.028], [0.269, -0.257, 0.731], [0.136, -0.003, -0.041], [-0.662, 0.445, -0.091], [-0.301, -0.152, -0.141], [0.936, -0.651, -0.036], [-0.381, 0.404, -0.001], [-0.009, -0.404, -0.385], [-0.256, -0.333, 0.801], [0.287, -0.031, -0.607], [-0.470, 0.831, 0.303], [-0.443, 0.005, -0.225], [0.824, -0.598, 0.312], [-0.252, -0.314, -0.284], [-0.198, -0.011, -0.111], [0.067, -0.132, 0.093], [0.144, -0.074, -0.040], [-0.051, -0.006, -0.067], [0.033, -0.013, -0.103], [-0.097, 0.120, 0.072], [-0.090, 0.145, 0.084], [0.051, 0.057, -0.118], [0.132, 0.161, -0.050], [-0.006, 0.338, -0.025], [-0.024, 0.156, 0.154], [0.052, -0.263, -0.041], [-0.021, -0.039, -0.168], [0.052, 0.124, -0.061], [0.069, -0.103, -0.068], [0.074, -0.129, 0.117], [-0.093, -0.220, 0.202], [0.001, 0.147, -0.120], [0.079, 0.067, -0.024], [0.222, -0.018, -0.006], [0.012, -0.147, -0.085], [-0.025, 0.057, -0.001], [-0.048, -0.150, 0.043], [0.064, -0.017, 0.073], [-0.036, 0.084, 0.125], [0.067, -0.123, -0.002], [-0.087, -0.149, -0.046], [0.169, 0.007, -0.051], [0.100, -0.121, 0.061], [0.089, 0.047, 0.154], [-0.098, -0.115, 0.028], [-0.405, 0.254, 0.064], [-0.075, 0.002, 0.112], [-0.200, 0.123, 0.234], [0.026, -0.078, 0.137], [-0.085, -0.090, -0.195], [-0.224, -0.035, 0.040], [-0.007, 0.005, -0.132], [-0.199, -0.095, -0.092], [0.125, 0.000, -0.079], [-0.036, -0.108, -0.042], [0.099, -0.065, -0.072], [-0.017, -0.030, 0.219], [0.223, 0.119, 0.093], [0.042, 0.113, -0.074], [0.172, -0.207, -0.226], [0.022, 0.134, 0.178], [-0.127, 0.095, 0.102], [-0.094, 0.115, 0.194], [0.053, -0.025, -0.054], [0.123, 0.068, 0.042], [-0.129, 0.025, -0.115], [0.064, 0.055, 0.011], [0.146, 0.031, -0.232], [-0.093, -0.025, 0.084], [-0.036, -0.012, 0.045], [-0.012, -0.004, -0.011], [-0.011, -0.061, -0.005], [-0.041, 0.049, -0.010], [-0.023, -0.067, 0.088], [0.048, 0.040, 0.021], [0.086, 0.137, -0.117], [-0.419, -0.208, 0.047], [0.192, 0.147, 0.046], [0.035, 0.010, 0.049], [-0.033, -0.010, 0.007], [-0.025, 0.056, -0.009], [0.046, -0.096, -0.079], [0.062, 0.080, 0.029], [0.051, -0.126, -0.206], [-0.046, -0.030, 0.007], [-0.067, 0.226, -0.184], [0.043, -0.110, 0.099], [0.014, -0.024, 0.039], [0.007, 0.011, -0.014], [0.062, 0.020, 0.019], [-0.028, -0.082, -0.064], [0.039, -0.015, 0.133], [-0.069, -0.025, -0.023], [0.020, -0.026, 0.068], [-0.257, 0.056, 0.032], [0.093, 0.130, -0.144], [0.034, -0.006, -0.011], [-0.018, 0.001, -0.008], [0.004, 0.023, -0.059], [-0.006, -0.062, 0.010], [0.105, 0.032, -0.042], [-0.003, -0.045, 0.046], [-0.054, 0.030, -0.060], [-0.181, -0.032, 0.145], [0.092, -0.032, 0.070], [0.036, -0.004, -0.025], [-0.001, 0.001, 0.014], [0.047, -0.026, 0.036], [-0.011, 0.062, -0.019], [0.083, -0.048, -0.047], [-0.033, -0.012, -0.032], [0.018, 0.070, 0.052], [0.171, -0.137, 0.102], [-0.057, 0.033, -0.083], [-0.041, 0.015, -0.018], [0.010, -0.009, -0.002], [-0.025, -0.047, -0.040], [0.035, 0.057, -0.022], [-0.109, 0.008, -0.029], [0.009, 0.023, 0.025]], "mulliken_charge": [-1.47, 0.61, -0.97, -0.12, -0.05, -0.86, 0.46, -0.76, -1.08, -1.18, 0.73, -1.13, 0.21, -1.72, -0.65, -0.36, 0.76, -0.39, 0.42, -1.48, -0.57, -0.20, -0.32, -1.26, -0.16, -0.31, -0.32, 0.25, -0.33, -0.27, -0.40, 2.15, 0.49, -2.41, -0.42, 0.37, 0.30, 0.37, 0.53, -0.52, 0.38, 0.31, 0.13, -0.03, -0.17, 0.40, 0.32, 0.36, -0.06, -0.07, 0.31, 0.52, 0.52, 0.39, 0.30, 0.45, -0.50, 0.49, 0.43, 0.32, -0.23, 0.26, 0.35, 0.57, 0.65, 0.29, 0.32, 0.32, -0.04, 0.29, 0.49, 0.19, 0.62, 0.66, -0.08, 0.48, 0.17, 0.22, 0.12, -0.35, -0.31, 0.32, 0.35, 0.30, 0.21, -0.57, -0.27, -0.52, 0.26, 0.31, 0.00, 0.29, 0.24, 0.30, -0.86, -0.32, -0.29, 0.04, 0.42, 0.24, 0.37, 0.26, 0.11, -0.96, -0.29, -0.48, 0.21, 0.34, 0.32, 0.27, 0.32, 0.28, -1.08, -0.28, -0.35, 0.28, 0.35, 0.33, 0.27, 0.26, 0.22, -0.98, -0.16, -0.49, 0.21, 0.31, 0.34, 0.27, 0.26, 0.27, -0.98, -0.27, -0.46, 0.23, 0.33, 0.33, 0.26, 0.35, 0.25]}